Record 1
Density functional theory data (ωB97M-V/def2-TZVPD) for a structure of composition C21H21N4O5PS3Sn.

Structure (XYZ):
```
56
C21H21N4O5PS3Sn | OMol25 | ωB97M-V/def2-TZVPD
Sn -0.0998 0.6383 -0.7619
O -0.6409 1.9829 0.7541
N -0.5566 1.0562 1.7581
C -0.8319 1.4978 2.9203
C -0.6833 0.7188 4.1439
C -0.2563 -0.5447 4.3382
C 0.0058 -1.6358 3.4191
C -0.7593 -2.0875 2.3979
S -0.4457 -3.4524 1.3925
H -1.1319 2.5434 3.0126
H -0.8390 1.3083 5.0427
H -0.0391 -0.7930 5.3772
H 0.8632 -2.2578 3.6616
C -2.7426 -4.5927 4.0532
C -3.8077 -4.3536 3.0017
O -3.2701 -4.4202 1.6803
P -2.9522 -3.0686 0.8365
S -2.7089 -3.3957 -1.0788
S -2.3368 -1.4131 2.0142
O -4.4765 -2.3892 0.9735
C -5.5872 -2.9621 0.3049
C -6.1231 -1.9953 -0.7316
H -3.2110 -4.6245 5.0415
H -1.9968 -3.7990 4.0450
H -2.2326 -5.5393 3.8715
H -4.2999 -3.3908 3.1561
H -4.5704 -5.1365 3.0470
H -6.3491 -3.1773 1.0639
H -5.3022 -3.9032 -0.1707
H -6.3769 -1.0421 -0.2646
H -7.0188 -2.4026 -1.2094
H -5.3603 -1.8213 -1.4897
O 5.0513 5.4064 -2.7191
N 5.3849 4.5572 -1.8383
O 6.5484 4.5866 -1.3312
C 4.4913 3.5966 -1.4046
C 4.9441 2.7041 -0.4230
C 4.1286 1.6875 0.0894
C 4.5276 0.7650 1.0608
C 3.6539 -0.2187 1.5072
C 2.3690 -0.2803 0.9793
N 1.9532 0.5852 0.0548
C 2.7894 1.5665 -0.4037
C 2.3092 2.4435 -1.3810
N 1.0078 2.2376 -1.7963
C 0.4886 3.0397 -2.7604
C 1.2066 4.0412 -3.3281
C 2.5477 4.2789 -2.9135
C 3.1243 3.4861 -1.9347
H 5.9560 2.8188 -0.0669
H 5.5341 0.8304 1.4599
H 3.9486 -0.9344 2.2625
H 1.6479 -1.0187 1.3101
H -0.5379 2.8360 -3.0470
H 0.7536 4.6588 -4.0926
H 3.1288 5.0717 -3.3485
```

LUMO (alpha / beta): 4.412 / 4.413 eV
energy above the lowest of the compared OMol25 structures with the same formula, charge and spin: 238.3 kJ/mol
net charge: -2
2S+1: 1

Record 2
Density functional theory data (ωB97M-V/def2-TZVPD) for the ion C6H13N2 with charge +1 in a non-equilibrium geometry.

Structure (XYZ):
```
21
C6H13N2 | OMol25 | ωB97M-V/def2-TZVPD
C 0.6403 -1.3832 -0.2593
C -0.5906 -0.7127 -0.7906
C -1.0539 1.6450 -0.4861
C -0.7662 2.1709 -1.7755
C -1.2442 0.1019 1.3574
C 2.4203 -1.6342 1.2548
N -0.9561 0.4680 -0.0111
N 1.0966 -1.2143 0.8882
H 1.2219 -1.9547 -0.9618
H -0.2957 -0.4126 -1.7311
H -1.5123 -1.1970 -0.9532
H -1.2295 2.2968 0.2780
H -1.7207 2.6162 -2.1589
H -0.3567 1.4340 -2.3835
H 0.0758 2.9653 -1.8301
H -0.4451 -0.4454 1.9239
H -1.2877 0.9522 2.1033
H -2.1573 -0.4086 1.4453
H 2.6994 -1.1868 2.1975
H 3.1794 -1.4046 0.4840
H 2.2825 -2.6961 1.4087
```

LUMO: -4.076 eV
energy above the lowest of the compared OMol25 structures with the same formula, charge and spin: 251.7 kJ/mol
net charge: +1
2S+1: 1
SMILES: C/C=[N+](/C)C/C=N/C

Record 3
Density functional theory data (ωB97M-V/def2-TZVPD) for a structure of composition C4H13AlN.

Structure (XYZ):
```
19
C4H13AlN | OMol25 | ωB97M-V/def2-TZVPD
N -2.0611 -1.1156 -0.9542
C -0.7529 -0.5928 -1.4061
C 0.4131 -1.1579 -0.6003
C 0.3958 -0.8215 0.9017
C 0.0299 0.6307 1.2336
Al 1.2262 2.0782 0.4482
H -1.9098 -1.7104 -0.1486
H -2.6308 -0.3568 -0.6092
H -0.6090 -0.8579 -2.4599
H -0.7450 0.4969 -1.3425
H 0.4209 -2.2488 -0.7402
H 1.3422 -0.7797 -1.0398
H -0.2376 -1.5569 1.4263
H 1.4119 -0.9945 1.2780
H 0.0799 0.7588 2.3245
H -1.0185 0.8301 0.9619
H 0.5918 2.6378 -0.9616
H 2.7133 1.4396 0.1681
H 1.3396 3.3207 1.5200
```

LUMO: 3.978 eV
net charge: -1
2S+1: 1

Record 4
Density functional theory data (ωB97M-V/def2-TZVPD) for a structure of composition C36H44Cl5IN2O5Si4Sn.

Structure (XYZ):
```
98
C36H44Cl5IN2O5Si4Sn | OMol25 | ωB97M-V/def2-TZVPD
Sn 1.4805 -0.1565 -0.5479
C -0.4759 1.9753 -4.1326
C -0.9788 0.5638 -4.2004
N -2.0068 0.2720 -4.9791
C -2.4430 -1.0032 -5.0348
C -1.8575 -2.0264 -4.3235
C -2.3364 -3.4372 -4.5009
O -1.6583 -4.1230 -5.5738
C -0.7882 -1.7350 -3.4630
C -0.0346 -2.7698 -2.7340
N 0.4000 -2.5140 -1.5767
C 1.4429 -3.2511 -0.9461
C 1.5875 -4.6376 -1.0180
C 2.6855 -5.2258 -0.4003
C 3.6171 -4.4218 0.2577
C 3.4310 -3.0400 0.3184
C 2.3233 -2.4127 -0.2559
I 4.0170 0.5949 -1.5024
C -0.2967 -0.4030 -3.3794
O 0.7114 -0.0067 -2.6781
H -1.1117 2.6234 -4.7363
H 0.5563 2.0269 -4.4921
H -0.4330 2.3259 -3.0955
H -3.2957 -1.2020 -5.6805
H -3.3933 -3.4505 -4.7641
H -2.2144 -3.9997 -3.5709
H -0.7348 -3.8543 -5.5386
H 0.2732 -3.6798 -3.2699
H 0.8504 -5.2479 -1.5296
H 2.8150 -6.3009 -0.4334
H 4.4848 -4.8776 0.7246
H 4.1704 -2.4400 0.8473
Cl 1.8005 7.4643 3.4293
C 1.5411 6.0536 2.4400
C 1.8353 4.7731 2.9237
Cl 2.4475 4.6038 4.5439
C 1.6396 3.6477 2.1427
Cl 2.0237 2.0679 2.7468
C 1.1166 3.7022 0.7964
O 0.9185 2.7010 0.0818
C 0.8213 5.0468 0.3539
Cl 0.1768 5.1815 -1.2494
C 1.0344 6.1658 1.1394
Cl 0.6654 7.7494 0.5148
O -2.3069 -1.0919 -0.2375
C -2.5047 0.0867 -0.8860
O -1.8172 1.0444 -0.6862
C -3.6573 0.1282 -1.8527
C -3.6279 1.0816 -2.8615
C -4.6867 1.1894 -3.7508
C -5.7969 0.3651 -3.6143
C -5.8467 -0.5631 -2.5807
C -4.7739 -0.6810 -1.7086
H -2.7657 1.7333 -2.9397
H -4.6381 1.9151 -4.5538
H -6.6200 0.4406 -4.3160
H -6.7206 -1.1922 -2.4514
H -4.8183 -1.3914 -0.8946
C -2.8299 1.4921 2.8955
Si -4.0010 0.2163 2.1972
C -5.1700 -0.3994 3.5400
C -5.0947 1.1529 1.0013
Si -2.6978 -1.5856 1.3493
Si -3.5821 -3.7535 0.9167
C -4.2188 -4.0213 -0.8234
C -2.2549 -5.0503 1.1548
C -4.9891 -4.1807 2.0946
Si -1.0080 -1.8978 2.9747
C -0.0069 -0.4466 3.5912
C 0.2229 -3.2865 2.7963
C -2.1349 -2.4132 4.4104
H -3.3269 2.4672 2.9238
H -1.9446 1.5940 2.2539
H -2.4905 1.2445 3.9061
H -5.7155 0.4467 3.9768
H -4.6496 -0.9239 4.3491
H -5.9040 -1.0949 3.1137
H -5.6194 1.9158 1.5873
H -5.8380 0.5268 0.4987
H -4.5049 1.6586 0.2297
H -3.6454 -3.4425 -1.5589
H -5.2718 -3.7461 -0.9360
H -4.1090 -5.0831 -1.0701
H -1.3152 -4.7541 0.6718
H -2.5847 -5.9961 0.7105
H -2.0438 -5.2244 2.2131
H -5.8032 -3.4481 2.0278
H -4.6484 -4.2020 3.1369
H -5.3988 -5.1699 1.8527
H 0.9715 -0.4425 3.0995
H 0.1449 -0.5799 4.6689
H -0.4551 0.5335 3.4229
H 0.7711 -3.2444 1.8536
H -0.2373 -4.2725 2.8759
H 0.9515 -3.1785 3.6093
H -2.7477 -1.5801 4.7722
H -1.5058 -2.7547 5.2416
H -2.8125 -3.2348 4.1432
```

LUMO: 3.687 eV
energy above the lowest of the compared OMol25 structures with the same formula, charge and spin: 99.4 kJ/mol
net charge: -2
2S+1: 1

Record 5
Density functional theory data (ωB97M-V/def2-TZVPD) for a cluster of 2 separate species, C2H9NO2 in total in a non-equilibrium geometry.

Structure (XYZ):
```
14
C2H9NO2 | OMol25 | ωB97M-V/def2-TZVPD
C 1.2282 0.1286 0.5637
N 0.7384 0.5540 -0.7595
C -0.2525 1.5930 -0.7142
O -1.5452 1.1374 -0.3377
H 2.2564 0.4473 0.7153
H 1.1391 -0.9512 0.6798
H 0.6166 0.5389 1.3674
H 0.3265 -0.2605 -1.1898
H 0.1006 2.3977 -0.0658
H -0.3547 1.9951 -1.7280
H -2.0065 1.0055 -1.1724
H -0.7687 -3.4077 0.3064
H -0.8119 -2.6437 1.6393
O -0.6663 -2.5343 0.6957
```

LUMO: 0.716 eV
energy above the lowest of the compared OMol25 structures with the same formula, charge and spin: 37.2 kJ/mol
net charge: 0
2S+1: 1
SMILES: CNCO.O

Record 6
Density functional theory data (ωB97M-V/def2-TZVPD) for a cluster of 2 separate species, C8H8ClNSi in total in a non-equilibrium geometry.

Structure (XYZ):
```
19
C8H8ClNSi | OMol25 | ωB97M-V/def2-TZVPD
C 2.5815 -0.9306 0.7647
C 1.7601 -1.8675 0.0782
C 2.1724 0.3832 0.8976
C 0.4468 -1.5598 -0.2800
C 0.2484 1.9689 0.5196
C -0.8893 1.8320 -0.2142
C 0.8833 0.7049 0.5112
C 0.0415 -0.2209 -0.1529
N -1.1136 0.4285 -0.5702
Si -2.5980 -0.0438 -1.2310
Cl -4.5434 -0.5963 0.8311
H 3.6150 -1.3048 1.1344
H 2.1183 -2.7916 -0.0796
H 2.8802 1.2097 1.3630
H -0.2388 -2.3255 -0.8329
H 0.4781 2.9244 0.8827
H -1.6376 2.4801 -0.5805
H -2.7501 -1.4370 -1.6530
H -3.4550 1.1463 -1.3881
```

LUMO: -0.994 eV
energy above the lowest of the compared OMol25 structures with the same formula, charge and spin: 0.0 kJ/mol
net charge: 0
2S+1: 1